ORCA calculation (wB97M-V/def2-TZVPD) on a structure of composition C19H37F6N6O5RuS5 at a distorted geometry.

gap between HOMO and LUMO (spin up / spin down): 6.528 / 4.046 eV
electronic energy: -112514.500 eV
charge: +3
ΔE to the lowest compared entry with this formula, charge and spin: 136.8 kJ/mol
multiplicity: 5

Positions of all 79 atoms, in Å:
Ru1 0.260 0.356 0.664
F1 -5.391 0.226 1.460
C1 -4.317 0.862 1.065
F2 -4.573 1.580 -0.010
F3 -3.870 1.659 2.032
S1 -2.895 -0.290 0.654
O1 -1.819 0.682 0.403
O2 -3.223 -1.120 -0.451
N1 -2.582 -1.135 1.947
S2 -1.198 -0.978 2.647
O3 -0.809 0.393 2.910
O4 -0.134 -1.683 1.953
C2 -1.453 -1.785 4.312
F4 -2.305 -1.038 4.986
F5 -0.283 -1.785 4.931
F6 -1.899 -3.013 4.185
C3 6.158 1.055 2.828
C4 5.036 0.045 3.105
C5 4.092 -0.036 1.976
N2 2.835 0.238 1.971
N3 2.247 0.127 0.776
C6 3.086 -0.228 -0.208
N4 2.724 -0.282 -1.488
S3 4.687 -0.483 0.368
H1 6.872 1.019 3.644
H2 5.768 2.067 2.747
H3 6.696 0.817 1.913
H4 4.498 0.297 4.019
H5 5.506 -0.933 3.250
H6 1.765 -0.066 -1.743
H7 3.379 -0.573 -2.197
C7 -1.462 -1.157 -3.645
C8 -1.732 -2.291 -2.689
S4 -0.328 -2.509 -1.516
O5 -0.122 -1.165 -0.845
C9 -1.037 -3.657 -0.259
C10 -0.478 -5.053 -0.414
H8 -2.357 -0.951 -4.232
H9 -0.660 -1.387 -4.343
H10 -1.215 -0.253 -3.092
H11 -1.830 -3.247 -3.202
H12 -2.618 -2.082 -2.085
H13 -2.121 -3.641 -0.364
H14 -0.746 -3.223 0.697
H15 -0.753 -5.503 -1.364
H16 -0.887 -5.681 0.378
H17 0.604 -5.071 -0.305
C11 -0.222 5.599 4.274
C12 -0.666 4.373 5.032
C13 0.425 3.357 5.358
C14 0.841 2.514 4.147
N5 1.727 3.229 3.260
C15 1.713 3.266 1.939
S5 0.302 2.674 1.032
N6 2.682 3.903 1.296
C16 2.812 4.117 -0.128
C17 3.035 5.600 -0.469
C18 1.788 6.469 -0.359
C19 1.329 6.761 1.050
H18 -1.018 6.342 4.264
H19 -0.017 5.368 3.223
H20 0.668 6.046 4.711
H21 -1.498 3.890 4.515
H22 -1.073 4.710 5.996
H23 0.041 2.667 6.109
H24 1.293 3.859 5.786
H25 -0.040 2.173 3.603
H26 1.367 1.622 4.507
H27 2.494 3.688 3.748
H28 3.435 4.314 1.841
H29 1.922 3.720 -0.621
H30 3.684 3.557 -0.482
H31 3.396 5.640 -1.497
H32 3.823 6.004 0.170
H33 0.974 6.045 -0.949
H34 2.032 7.431 -0.829
H35 0.823 5.892 1.482
H36 0.601 7.569 1.052
H37 2.159 7.047 1.692

Cartesian forces (eV/Å) of the 3 atoms listed first:
Ru -0.223 0.842 0.151
F 0.419 -0.294 -0.119
C -0.328 0.684 0.365